[1]
A structure of composition C45H35ClIrO4P2S3, computed with ωB97M-V/def2-TZVPD.

Results
total charge = +1
LUMO level = -4.1 eV
HOMO energy = -0.3810 Ha
HOMO-LUMO gap = 6.26 eV

The geometry in XYZ format:
```
91
Properties=species:S:1:pos:R:3:forces:R:3
Ir -0.064498 0.787351 0.663024 -0.03 0.49 -0.30
O 0.084140 4.030133 0.726375 0.04 0.25 0.05
S -0.138520 2.872419 -0.116657 0.02 0.11 -0.49
C -1.672414 3.091948 -1.004203 -0.10 -0.01 0.13
C -2.072666 4.361112 -1.390776 0.00 -0.04 -0.02
C -3.213408 4.477449 -2.169155 -0.01 0.03 -0.01
C -3.930568 3.347919 -2.549564 -0.01 -0.01 -0.01
C -3.547339 2.089243 -2.113686 0.00 0.04 0.08
C -2.420483 1.965812 -1.305747 0.21 0.00 -0.09
P -1.995335 0.440774 -0.450245 -0.42 -0.45 0.42
C -2.480870 -0.891234 -1.561601 0.17 0.02 -0.11
C -1.958802 -0.913795 -2.854843 -0.08 0.11 -0.08
C -2.398546 -1.852735 -3.770486 0.03 0.04 0.01
C -3.355543 -2.786226 -3.396491 -0.01 -0.01 0.01
C -3.880701 -2.768289 -2.113306 0.00 -0.02 -0.05
C -3.456111 -1.819583 -1.196516 0.11 -0.04 0.09
C -3.139569 0.334621 0.956048 0.01 -0.01 -0.07
C -4.102413 1.312284 1.183476 -0.03 0.03 -0.02
C -4.931353 1.221250 2.293389 0.02 0.01 -0.01
C -4.801492 0.159792 3.172766 0.00 -0.05 0.00
C -3.839647 -0.817741 2.947167 -0.05 0.04 -0.02
C -3.004232 -0.733857 1.847911 -0.03 -0.07 -0.03
C 1.014445 2.991305 -1.491378 0.11 0.09 0.16
C 1.263012 4.248335 -2.027984 0.02 -0.01 0.00
C 2.259408 4.378325 -2.977273 -0.01 0.05 -0.02
C 3.025702 3.278492 -3.349294 0.03 -0.03 0.00
C 2.788361 2.037505 -2.787087 -0.03 0.02 0.02
C 1.753572 1.883101 -1.863702 -0.16 -0.05 -0.03
P 1.419643 0.321443 -1.016467 0.17 -0.68 -0.15
C 1.164441 -0.984441 -2.240546 0.05 0.05 -0.03
C 0.793283 -2.245411 -1.769862 -0.04 0.01 0.01
C 0.671090 -3.305051 -2.655564 -0.01 0.00 0.00
C 0.895938 -3.113663 -4.010457 0.00 0.01 0.00
C 1.225864 -1.851935 -4.487426 0.00 -0.02 0.01
C 1.364396 -0.789906 -3.607126 0.01 0.03 -0.01
C 3.021447 -0.035483 -0.251306 0.01 0.07 -0.01
C 3.651102 -1.271354 -0.354861 -0.05 -0.02 0.06
C 4.876152 -1.473418 0.266593 -0.01 0.01 0.02
C 5.475533 -0.446233 0.978137 0.01 0.00 0.00
C 4.852490 0.792121 1.077407 0.00 -0.01 0.02
C 3.627000 0.995973 0.471393 0.01 0.03 -0.02
H -1.518414 5.233853 -1.074849 0.02 0.01 0.00
H -3.544918 5.456640 -2.486607 -0.01 0.01 0.01
H -4.811721 3.454482 -3.167164 0.00 0.00 -0.01
H -4.131747 1.213803 -2.366660 0.00 0.00 -0.01
H -1.224314 -0.181441 -3.161744 0.00 0.04 0.00
H -1.994443 -1.853804 -4.773343 0.01 0.00 -0.01
H -3.700949 -3.521378 -4.110965 0.00 -0.01 0.00
H -4.633364 -3.488475 -1.823506 -0.01 0.00 0.00
H -3.887905 -1.806700 -0.206915 0.00 0.00 -0.01
H -4.216345 2.150348 0.508649 0.02 0.01 0.01
H -5.672626 1.988173 2.471781 -0.01 0.00 -0.01
H -5.443998 0.094943 4.040471 0.00 0.01 0.01
H -3.734156 -1.646389 3.634701 -0.02 -0.01 0.00
H -2.247415 -1.491101 1.683460 0.02 0.04 0.01
H 0.716623 5.114826 -1.684644 -0.01 0.01 0.03
H 2.465239 5.348564 -3.407862 0.00 0.01 0.00
H 3.829393 3.400188 -4.062469 0.00 -0.01 -0.01
H 3.419841 1.194788 -3.036960 0.01 0.00 0.00
H 0.580309 -2.414912 -0.722864 0.00 -0.01 -0.01
H 0.390591 -4.278331 -2.275773 0.00 -0.01 0.01
H 0.807493 -3.945081 -4.697342 -0.01 0.00 -0.01
H 1.385216 -1.694073 -5.545764 0.00 0.00 -0.01
H 1.615135 0.186261 -3.998981 0.00 -0.01 0.00
H 3.193490 -2.078656 -0.910211 0.00 0.00 -0.01
H 5.360881 -2.436972 0.189701 0.01 -0.01 0.00
H 6.431627 -0.607867 1.458201 0.00 -0.01 0.01
H 5.318620 1.593760 1.634412 0.01 0.01 0.00
H 3.145556 1.965175 0.559501 0.00 0.00 -0.01
C -0.703122 -1.298929 5.031225 -0.01 0.00 -0.05
O -0.466672 -0.404855 3.932109 0.03 0.00 0.03
C -0.933353 0.824836 4.023299 -0.08 -0.11 -0.07
S -1.854492 1.427043 5.219064 0.07 0.06 -0.01
S -0.454335 1.867046 2.666035 0.02 -0.18 0.44
H -0.203580 -2.222783 4.755206 0.01 -0.01 0.00
H -1.773234 -1.451451 5.164506 0.02 0.01 0.02
H -0.282389 -0.879801 5.944042 -0.01 -0.01 0.00
Cl 5.144937 -1.775037 5.547605 0.05 0.01 0.03
C 3.837589 -1.880312 4.418441 -0.04 -0.02 -0.05
C 3.297682 -3.120585 4.109056 -0.01 0.07 -0.02
C 2.252504 -3.188756 3.204561 0.06 0.01 -0.04
C 1.739293 -2.034965 2.611770 0.03 -0.06 0.06
C 2.299301 -0.809041 2.937396 -0.09 0.08 0.01
C 3.347543 -0.722188 3.836361 0.02 -0.01 0.07
C 0.602650 -2.222408 1.652540 -0.05 -0.10 -0.26
O 0.302175 -3.351477 1.299351 -0.04 -0.06 0.13
O -0.071986 -1.211976 1.160782 0.08 0.28 0.19
H 3.693992 -4.013185 4.571513 0.00 -0.01 0.01
H 1.818305 -4.142041 2.938305 -0.01 0.00 0.00
H 1.911839 0.105742 2.512318 -0.02 -0.02 0.02
H 3.775187 0.236162 4.098171 0.01 -0.01 -0.01
```
Positions in Å, forces in eV/Å.



[2]
A cluster of 2 separate species, C5H7N5S in total, computed with ωB97M-V/def2-TZVPD.

Results
LUMO level (alpha / beta) = -1.8 / -1.6 eV
HOMO energy (alpha / beta) = -0.3193 / -0.3222 Ha
HOMO-LUMO gap (alpha / beta) = 6.91 / 7.13 eV

The geometry in XYZ format:
```
18
Properties=species:S:1:pos:R:3:forces:R:3
C -1.283445 2.184877 0.300299 -0.27 -0.62 -0.27
C -1.067179 1.049397 -0.445990 0.18 0.27 0.12
C -0.789865 -1.243451 -1.047030 -0.35 0.37 0.03
C -1.816697 -0.148579 -0.905142 0.06 0.02 -0.02
C 2.775176 -0.409353 0.912600 -0.34 0.39 -0.44
N -0.124156 2.864699 0.375719 -0.32 0.67 0.35
N 0.782824 2.247634 -0.277634 1.57 0.14 -0.42
N 0.432366 -1.004703 -1.321525 -0.17 -1.64 0.38
N 0.249413 1.156233 -0.792663 -2.30 0.20 1.20
N 0.892986 0.198291 -1.498329 4.06 1.13 -0.44
S 3.136278 0.339637 -0.678727 -2.22 -0.51 -0.75
H -2.174478 2.529827 0.783278 -0.19 0.04 0.07
H -1.086944 -2.276161 -0.956674 0.07 -0.16 0.00
H -2.593175 -0.427840 -0.190759 0.05 0.01 -0.05
H -2.309010 0.039701 -1.868155 0.01 -0.06 0.05
H 3.730918 -0.663713 1.362495 0.15 -0.07 0.04
H 2.198311 -1.318549 0.758497 0.00 -0.14 0.06
H 2.243476 0.295223 1.548781 0.01 -0.04 0.09
```
Positions in Å, forces in eV/Å.



[3]
A structure of composition C30H49Cl3LaN3O4Si, computed with ωB97M-V/def2-TZVPD.

Results
LUMO level = -0.5 eV
HOMO energy = -0.1676 Ha
HOMO-LUMO gap = 4.03 eV

The geometry in XYZ format:
```
91
Properties=species:S:1:pos:R:3:forces:R:3
C -2.666071 4.693204 -0.436524 0.17 -1.27 -0.63
C -2.288911 3.830728 0.725646 0.77 -0.76 -1.21
H -3.476449 5.282673 -0.101416 -0.61 1.29 -0.17
H -2.981997 4.116524 -1.295313 -0.36 -0.25 -0.14
H -1.781231 5.213307 -0.843754 -0.46 0.30 0.69
C -3.091553 3.757995 1.803284 0.97 0.41 0.32
C -4.553681 3.978600 1.839967 -0.72 1.15 -0.55
H -2.741596 3.658802 2.836916 0.45 -1.02 -0.62
H -5.145077 3.666902 0.974766 0.46 0.44 -0.41
H -4.847774 4.991386 2.160437 -0.04 -0.22 -0.17
H -4.908066 3.310056 2.580542 -0.48 -0.55 1.15
La -0.421755 -3.039422 -0.393505 -1.23 -1.78 -1.18
Cl -1.827989 -3.303373 -2.674808 -0.37 -0.08 0.05
C 1.503676 -2.951659 2.107728 0.32 -0.27 -1.25
O 1.438210 -3.798889 1.165376 -0.50 0.80 0.38
N 1.030158 -3.180983 3.306188 0.33 -0.56 1.44
C 0.371485 -4.449565 3.694737 0.11 0.52 1.07
C 1.435619 -2.281421 4.405379 -0.31 -0.17 -0.16
H 1.927777 -1.931734 1.934272 0.00 -0.97 0.22
H 0.134969 -5.117835 2.863542 0.15 0.49 0.02
H -0.537617 -4.187664 4.279420 0.37 -0.16 -0.60
H 1.016495 -4.991802 4.415425 -0.14 0.20 -0.51
H 1.876581 -1.377206 3.975153 -0.14 -0.18 0.12
H 2.169310 -2.775027 5.053926 -0.07 0.01 -0.20
H 0.576509 -1.999885 5.026279 0.08 -0.09 -0.30
H 4.091834 -4.781652 -2.736366 0.35 0.39 0.38
H 4.831144 -2.909066 -4.070636 0.41 -0.04 0.36
C 3.049226 -4.561926 -2.928685 0.13 -0.62 -0.25
C 3.816890 -2.651049 -4.320562 0.04 -0.61 0.47
N 2.895321 -3.179241 -3.324193 -0.70 1.76 0.40
H 2.453511 -4.883928 -2.066567 0.09 0.52 -0.41
C 1.946202 -2.382582 -2.824443 0.43 -2.12 1.18
O 1.097981 -2.912563 -2.026743 1.72 1.50 -1.33
H 3.739796 -1.587810 -4.365648 -0.12 0.73 -0.07
H 1.968708 -1.296800 -3.022305 -0.05 -0.47 -0.13
H 2.842780 -5.188515 -3.786884 -0.53 -0.27 -0.22
H 3.604680 -3.103449 -5.265538 -0.27 -0.17 -0.79
H -3.050227 0.453877 -0.068824 -0.77 -0.56 0.36
H -4.741669 0.885547 2.505020 -0.22 -0.85 -0.49
C -4.004045 -0.137260 -0.114958 0.10 -0.37 -0.19
C -5.243414 -0.044694 2.123212 0.17 0.31 -0.39
N -4.403515 -0.803355 1.149548 0.58 -0.41 1.12
H -3.851230 -0.977006 -0.806078 -0.02 0.55 -0.16
C -3.809386 -2.021731 1.433121 0.55 1.32 -1.08
O -3.139007 -2.640384 0.591632 -0.54 0.04 0.71
H -5.556028 -0.631055 3.003983 0.40 -0.09 -0.53
H -3.828960 -2.374282 2.483164 -0.64 0.20 -0.34
H -4.798703 0.528727 -0.491892 0.19 -0.41 0.32
H -6.173537 0.265130 1.599052 0.57 -0.16 0.30
O -1.155408 2.220421 -0.862455 0.47 0.38 0.97
C -0.984559 3.041413 0.416882 0.04 -1.06 2.63
C -1.561321 1.441939 2.461027 0.35 -1.43 0.23
C -0.617245 2.254041 1.840800 -0.29 0.38 -1.08
H -2.496136 1.336967 1.981534 -0.83 -0.33 -0.56
C -1.311661 0.632887 3.592896 0.24 1.51 -0.36
H -0.131632 3.701390 0.358599 0.20 0.23 -0.84
C 0.561376 2.513404 2.560620 0.24 -0.38 -0.13
H -2.042795 -0.118421 3.952092 0.54 0.72 -0.25
C -0.108864 0.887913 4.249956 0.52 -0.68 1.27
C 0.830150 1.813506 3.783875 -1.12 0.84 -1.68
H 1.244570 3.258961 2.109457 -0.08 -0.69 0.60
H 0.125890 0.357746 5.210664 -0.25 0.47 -1.01
H 1.729415 2.030583 4.338283 0.07 -0.04 0.04
Si -0.805692 2.156470 -2.539697 0.67 0.41 -3.19
Cl -0.649322 -1.333053 1.360371 -0.02 2.15 1.48
C -1.583993 0.829748 -3.728379 -1.19 -0.45 0.32
C 0.895621 1.889266 -3.642113 1.17 0.21 0.87
C -1.558220 3.700522 -3.380179 -0.25 0.13 0.53
H -1.746131 -0.126653 -3.252623 -0.28 -0.57 0.19
H -0.980572 0.580492 -4.628675 -0.15 0.55 0.96
H -2.551863 1.135526 -4.164323 0.07 -0.01 0.56
H -2.648522 3.636464 -3.369516 -0.12 -0.22 -0.06
H -1.276448 3.909024 -4.422074 0.25 -0.46 0.34
H -1.368140 4.591528 -2.804452 0.35 0.54 0.04
H 1.750383 1.549101 -3.016158 -0.55 0.40 -0.56
H 1.250199 2.799843 -4.214429 -0.52 -0.70 0.86
H 0.774693 1.080805 -4.426430 -0.14 1.01 1.13
Cl 4.355930 1.358879 -3.096625 -0.02 0.58 -0.63
C 4.550088 0.194798 -1.857649 0.56 -1.17 1.00
C 5.520666 -0.781242 -2.006005 -0.22 0.06 0.33
C 5.684964 -1.764673 -1.019757 0.27 -0.44 -0.04
C 4.902722 -1.723321 0.156065 0.30 -0.19 -0.56
C 3.939250 -0.765555 0.305200 -0.23 0.04 0.31
C 3.659054 0.212904 -0.719314 -0.32 0.00 -0.39
C 2.558149 1.031893 -0.640707 -0.69 0.09 0.54
H 6.153045 -0.773224 -2.901093 -0.21 -0.01 0.34
H 6.423750 -2.552499 -1.155353 -0.04 0.22 0.06
H 5.085407 -2.465288 0.937799 -0.08 0.21 -0.15
H 3.359865 -0.694428 1.243390 0.33 0.05 -0.56
H 1.832706 0.853083 0.162933 0.34 0.31 -0.13
H 2.441256 1.918195 -1.246508 -0.02 -0.13 0.00
```
Positions in Å, forces in eV/Å.



[4]
A cluster of 2 separate species, C5H11N2OPS in total, computed with ωB97M-V/def2-TZVPD.

Results
⟨S²⟩ = 2.0084
LUMO level (alpha / beta) = 0.8 / -2.5 eV
HOMO energy (alpha / beta) = -0.2414 / -0.3231 Ha
HOMO-LUMO gap (alpha / beta) = 7.40 / 6.34 eV
2S+1 = 3

The geometry in XYZ format:
```
21
Properties=species:S:1:pos:R:3:forces:R:3
C 0.494006 1.473062 1.659743 2.57 0.29 2.25
C -0.969887 1.682745 1.711075 -0.31 1.26 1.20
C 1.876229 -1.407201 -0.301900 -0.40 0.71 1.03
C 1.241825 -2.732002 -0.186926 -1.24 0.98 0.25
C -1.142989 1.093150 -2.360443 -2.55 -0.32 -0.09
N -0.404519 0.381932 1.773470 -1.08 -1.73 -0.61
N 0.703171 -1.541230 0.589008 1.22 -2.00 -0.20
O -0.078113 0.886478 -1.548232 0.32 0.44 -1.57
P -0.690768 -0.631709 0.452656 0.68 0.00 0.05
S -2.429432 -1.386997 0.392258 -1.00 -0.84 0.18
H 1.040413 1.693772 0.738194 -0.23 -0.25 0.21
H 1.141266 1.423992 2.651585 -1.23 1.04 -2.23
H -1.415352 2.048426 2.626642 0.00 -0.10 0.16
H -1.522027 2.017470 0.852134 0.15 -0.06 -0.61
H 2.743261 -1.293852 0.298605 0.95 0.16 0.28
H 1.790593 -0.629131 -1.055107 -0.12 -0.78 -0.62
H 0.612344 -3.085616 -0.979898 -0.22 -0.04 -0.37
H 1.681531 -3.540604 0.409318 -0.05 0.63 -0.07
H -1.375942 2.178941 -2.380006 -0.03 -0.18 0.42
H -2.084641 0.575607 -1.909421 1.30 0.96 -0.17
H -1.210971 0.792765 -3.432755 1.25 -0.19 0.52
```
Positions in Å, forces in eV/Å.



The records above yield ΔE to the lowest compared entry with this formula, charge and spin values of 2.636 2.034 0.000 1.017 eV, respectively.
The records above yield M values of 1025.6 169.2 789.1 178.2 g mol⁻¹, respectively.